No. 1
Below is a cluster of 9 separate species, C25H51NO26 in total, with properties calculated with ωB97M-V/def2-TZVPD.

```
103
C25H51NO26, DFT ωB97M-V/def2-TZVPD
C -5.54 -16.04 -12.86
O -4.32 -15.91 -13.61
C -4.30 -15.02 -14.62
O -5.28 -14.46 -15.13
O -3.00 -14.89 -14.91
C -2.64 -13.97 -15.96
H -6.45 -15.77 -13.39
H -5.52 -15.59 -11.87
H -5.65 -17.12 -12.85
H -3.21 -14.24 -16.84
H -1.55 -13.98 -16.04
H -2.86 -12.95 -15.67
C -0.09 -22.93 -10.07
O -0.23 -21.85 -11.06
C 0.85 -21.53 -11.80
O 1.86 -22.21 -11.98
O 0.53 -20.33 -12.30
C 1.39 -19.58 -13.10
H -0.14 -22.56 -9.05
H 0.90 -23.36 -10.25
H -0.81 -23.73 -10.24
H 1.72 -20.14 -13.97
H 2.28 -19.20 -12.61
H 0.99 -18.66 -13.52
C -0.24 -24.77 -14.08
O 0.26 -23.41 -14.33
C 0.40 -22.94 -15.57
O 0.01 -23.50 -16.66
O 1.00 -21.80 -15.49
C 1.36 -21.07 -16.61
H -0.86 -24.93 -13.20
H 0.70 -25.23 -13.76
H -0.69 -25.24 -14.95
H 1.86 -20.15 -16.28
H 0.45 -20.70 -17.10
H 2.02 -21.58 -17.31
C 1.62 -15.08 -12.93
O 2.04 -14.71 -11.61
C 1.98 -15.55 -10.52
O 1.76 -16.76 -10.58
O 2.13 -14.83 -9.44
C 2.25 -15.24 -8.09
H 0.79 -15.80 -12.97
H 2.52 -15.56 -13.31
H 1.31 -14.24 -13.55
H 2.17 -14.47 -7.32
H 3.20 -15.76 -7.95
H 1.44 -15.92 -7.83
C -1.83 -16.20 -20.16
O -1.75 -17.60 -20.54
C -2.68 -18.16 -21.32
O -3.82 -17.75 -21.58
O -2.19 -19.25 -21.85
C -2.91 -19.96 -22.85
H -1.19 -16.22 -19.28
H -2.80 -15.82 -19.85
H -1.39 -15.49 -20.87
H -3.91 -20.23 -22.53
H -2.44 -20.85 -23.26
H -2.93 -19.31 -23.73
C -1.87 -17.83 -16.47
O -1.02 -16.70 -16.76
C 0.28 -16.64 -16.39
O 0.80 -17.58 -15.75
O 0.93 -15.69 -16.99
C 2.27 -15.43 -16.76
H -2.93 -17.56 -16.49
H -1.44 -18.21 -15.54
H -1.73 -18.59 -17.24
H 2.57 -14.41 -17.02
H 2.91 -16.04 -17.39
H 2.54 -15.51 -15.71
C -5.55 -18.32 -16.21
O -5.15 -19.57 -16.71
C -4.54 -20.38 -15.88
O -4.39 -20.19 -14.64
O -4.36 -21.47 -16.61
C -3.87 -22.67 -16.12
H -4.85 -17.89 -15.49
H -6.57 -18.44 -15.83
H -5.67 -17.77 -17.14
H -4.20 -23.40 -16.86
H -4.34 -22.97 -15.19
H -2.78 -22.57 -16.06
C 6.32 -18.77 -13.32
O 5.91 -18.39 -14.59
C 4.90 -18.97 -15.25
O 4.26 -19.99 -14.92
O 4.91 -18.40 -16.42
C 4.08 -18.80 -17.44
H 6.47 -19.85 -13.36
H 5.50 -18.52 -12.65
H 7.23 -18.21 -13.11
H 4.43 -18.31 -18.35
H 3.05 -18.49 -17.28
H 4.06 -19.88 -17.56
C 0.69 -12.03 -18.21
N 2.03 -11.93 -18.89
O 2.07 -11.28 -19.94
O 3.00 -12.20 -18.21
H 0.36 -13.06 -18.33
H 0.01 -11.32 -18.68
H 0.69 -11.94 -17.12
```

frontier orbital gap = 9.66 eV
spin multiplicity = 1
SMILES = C[N+](=O)[O-].COC(=O)OC.COC(=O)OC.COC(=O)OC.COC(=O)OC.COC(=O)OC.COC(=O)OC.COC(=O)OC.COC(=O)OC
HOMO energy = -10.097 eV

=====

No. 2
Below is a structure of composition C25H52BCoF4N3O2P2, with properties calculated with ωB97M-V/def2-TZVPD.

```
90
C25H52BCoF4N3O2P2, DFT ωB97M-V/def2-TZVPD
Co 0.67 0.47 0.47
C 0.93 -1.59 -4.71
C 1.18 -0.28 -3.88
C 0.16 -0.19 -2.71
C -0.46 -1.51 -2.18
C 0.63 -2.64 -2.30
C 0.87 -2.87 -3.82
P -0.79 -1.11 -0.33
C -0.63 -2.93 0.36
C -1.53 -3.23 1.63
C -1.16 -4.64 2.04
C 0.32 -4.92 2.43
C 1.31 -3.78 2.05
C 0.93 -3.33 0.63
C -2.62 -0.70 -0.17
C -3.23 -0.08 1.14
C -4.78 0.17 1.14
C -5.42 -0.18 -0.19
C -4.65 0.46 -1.43
C -3.14 0.24 -1.37
H 1.77 -1.68 -5.43
H 0.01 -1.42 -5.34
H 1.00 0.60 -4.55
H 2.17 -0.27 -3.46
H -0.71 0.47 -3.01
H 0.65 0.34 -1.79
H -1.33 -1.85 -2.80
H 0.34 -3.55 -1.87
H 1.55 -2.26 -1.81
H 0.13 -3.60 -4.22
H 1.79 -3.50 -3.97
H -1.06 -3.52 -0.46
H -2.60 -3.08 1.36
H -1.35 -2.53 2.43
H -1.44 -5.36 1.27
H -1.88 -4.92 2.87
H 0.71 -5.87 1.92
H 0.44 -5.16 3.49
H 2.29 -4.32 2.13
H 1.31 -3.00 2.75
H 1.18 -4.19 -0.02
H 1.56 -2.48 0.35
H -2.97 -1.71 -0.33
H -2.85 0.91 1.38
H -2.88 -0.66 1.95
H -4.90 1.22 1.39
H -5.28 -0.46 1.94
H -6.47 0.21 -0.15
H -5.38 -1.28 -0.33
H -4.80 1.49 -1.39
H -5.15 0.00 -2.29
H -2.69 1.20 -1.18
H -2.81 -0.22 -2.28
F 1.05 -0.63 3.05
B -0.07 0.11 3.65
F -0.74 0.63 2.49
F -0.84 -0.71 4.30
F 0.34 1.21 4.48
N 6.28 1.24 -0.42
C 4.80 1.36 -0.70
P 3.83 0.47 0.72
O 4.97 -0.27 1.45
O 2.62 -0.23 0.23
C 3.35 1.82 1.85
N 3.08 1.30 3.22
H 6.58 2.19 -0.26
H 6.78 0.82 -1.21
H 6.36 0.58 0.39
H 4.60 0.96 -1.73
H 4.50 2.43 -0.60
H 2.45 2.33 1.48
H 4.15 2.59 1.98
H 2.68 0.34 3.14
H 2.41 1.86 3.82
H 4.00 1.26 3.76
C -1.85 4.68 0.92
C -0.65 4.70 -0.11
C 0.42 5.77 0.13
C -1.20 4.64 -1.58
C -0.09 3.38 0.00
N -0.01 2.21 0.05
H -2.00 5.68 1.30
H -1.67 4.04 1.81
H -2.79 4.38 0.39
H 0.11 6.76 -0.33
H 1.35 5.45 -0.37
H 0.49 5.91 1.22
H -1.74 5.56 -2.00
H -2.00 3.89 -1.66
H -0.48 4.33 -2.25
```

charge = +3
frontier orbital gap (spin up / spin down) = 9.35 / 3.75 eV
spin multiplicity = 5
<S²> = 6.01
HOMO energy (spin up / spin down) = -16.951 / -16.909 eV

=====

No. 3
Below is a cluster of 3 separate species, C25H52BN3O9S in total, with properties calculated with ωB97M-V/def2-TZVPD.

```
91
C25H52BN3O9S, DFT ωB97M-V/def2-TZVPD
C 0.42 4.49 -1.06
C -0.85 4.76 -2.07
C -1.46 3.40 -2.77
C -2.71 2.71 -1.88
O -4.00 3.39 -2.07
C -5.12 2.62 -1.51
N -5.34 1.18 -1.99
O -4.86 2.37 -0.06
S -5.68 3.55 0.87
O -6.40 3.05 2.15
O -4.75 4.79 0.95
O -6.95 3.85 -0.24
C -6.64 3.25 -1.55
B -7.02 4.42 -2.64
O -6.11 5.42 -3.23
O -8.46 4.48 -3.07
C -9.26 5.20 -2.06
H 0.08 3.90 -0.09
H 0.87 5.55 -0.76
H 1.31 3.92 -1.61
H -1.64 5.40 -1.49
H -0.45 5.44 -2.96
H -1.78 3.61 -3.89
H -0.59 2.59 -2.72
H -2.32 2.71 -0.77
H -2.71 1.57 -2.21
H -6.20 0.77 -1.52
H -4.56 0.56 -1.64
H -7.54 2.49 -1.69
H -5.36 4.96 -3.72
H -10.36 5.33 -2.50
H -9.35 4.58 -1.05
H -8.87 6.29 -1.83
C 4.31 1.95 1.04
C 3.58 0.73 0.41
C 4.29 -0.57 0.86
C 5.65 -0.77 0.18
C 5.53 -0.68 -1.34
C 4.78 0.58 -1.84
N 3.52 0.87 -1.08
O 2.53 -0.01 -1.54
C 5.71 1.82 -1.78
C 4.53 0.40 -3.38
C 2.17 0.79 1.08
H 4.09 2.04 2.11
H 5.40 1.89 0.99
H 4.00 2.89 0.57
H 3.66 -1.44 0.63
H 4.43 -0.58 1.94
H 6.37 -0.03 0.55
H 6.05 -1.75 0.46
H 6.53 -0.72 -1.77
H 5.01 -1.58 -1.68
H 5.16 2.74 -2.01
H 6.52 1.74 -2.51
H 6.20 1.95 -0.82
H 4.00 -0.53 -3.61
H 5.48 0.34 -3.93
H 3.96 1.24 -3.80
H 1.65 1.72 0.82
H 2.25 0.75 2.17
H 1.53 -0.05 0.80
C 0.14 -4.12 0.38
C 1.27 -4.68 1.29
C 1.10 -6.21 1.43
C -0.08 -6.59 2.31
C 0.00 -5.91 3.67
C 0.22 -4.37 3.60
N 1.28 -3.97 2.61
O 2.53 -4.22 3.21
C -1.11 -3.65 3.24
C 0.52 -3.87 5.05
C 2.56 -4.39 0.45
H 0.31 -4.37 -0.67
H -0.85 -4.53 0.61
H 0.08 -3.03 0.44
H 2.01 -6.65 1.86
H 0.98 -6.67 0.44
H -1.03 -6.35 1.82
H -0.09 -7.68 2.46
H -0.92 -6.13 4.23
H 0.82 -6.37 4.24
H -0.94 -2.58 3.06
H -1.83 -3.73 4.06
H -1.61 -4.07 2.37
H 1.36 -4.39 5.51
H -0.34 -4.04 5.71
H 0.73 -2.79 5.06
H 2.70 -3.31 0.30
H 2.50 -4.86 -0.54
H 3.47 -4.79 0.92
```

frontier orbital gap (spin up / spin down) = 9.26 / 9.37 eV
spin multiplicity = 3
<S²> = 2.01
HOMO energy (spin up / spin down) = -9.184 / -9.758 eV

=====

No. 4
Below is a cluster of 10 separate species, C25H52Br12N4O3 in total, with properties calculated with ωB97M-V/def2-TZVPD.

```
96
C25H52Br12N4O3, DFT ωB97M-V/def2-TZVPD
C 2.75 -31.26 9.76
O 2.53 -32.42 9.37
N 2.10 -30.12 9.30
C 2.40 -28.88 9.93
C 1.07 -30.05 8.26
H 3.44 -31.06 10.59
H 2.38 -28.08 9.20
H 3.21 -28.82 10.65
H 1.54 -28.57 10.52
H 0.06 -30.04 8.68
H 1.28 -29.18 7.64
H 1.12 -30.94 7.64
C 8.03 -31.15 13.15
O 8.30 -31.79 12.07
N 6.83 -30.54 13.30
C 6.55 -29.84 14.55
C 5.80 -30.37 12.19
H 8.64 -31.04 14.06
H 6.20 -28.83 14.36
H 7.43 -29.78 15.18
H 5.63 -30.18 15.03
H 4.86 -30.79 12.56
H 5.62 -29.33 11.91
H 6.08 -30.88 11.26
C 8.31 -26.86 16.72
O 8.73 -27.91 16.22
N 7.08 -26.72 17.29
C 6.68 -25.46 17.89
C 6.10 -27.77 17.36
H 8.97 -25.98 16.72
H 6.36 -25.67 18.91
H 5.76 -25.08 17.44
H 7.40 -24.65 17.93
H 5.53 -27.76 18.29
H 5.37 -27.50 16.61
H 6.55 -28.74 17.13
C 11.70 -31.96 12.79
C 11.05 -33.32 13.30
C 11.78 -33.89 14.48
C 13.15 -34.13 14.02
N 14.20 -34.30 13.64
H 12.70 -32.08 12.37
H 11.70 -31.15 13.52
H 11.15 -31.56 11.94
H 10.99 -34.03 12.48
H 10.00 -33.23 13.60
H 11.43 -34.85 14.87
H 11.80 -33.25 15.37
Br 5.80 -33.71 9.87
C 6.65 -34.78 11.33
C 5.79 -34.64 12.60
Br 4.32 -35.95 12.36
H 7.66 -34.41 11.50
H 6.74 -35.81 10.99
H 5.40 -33.62 12.69
H 6.42 -34.90 13.45
Br 7.85 -24.76 14.04
C 6.24 -25.75 13.49
C 5.78 -25.11 12.20
Br 4.26 -26.09 11.43
H 5.47 -25.66 14.26
H 6.60 -26.77 13.36
H 6.65 -25.10 11.55
H 5.46 -24.09 12.43
Br 8.35 -27.46 11.42
C 10.09 -28.30 11.68
C 11.03 -28.12 10.45
Br 12.70 -29.29 10.65
H 9.83 -29.36 11.79
H 10.56 -27.88 12.56
H 11.37 -27.09 10.31
H 10.59 -28.45 9.51
Br 10.34 -30.91 8.26
C 9.13 -32.42 8.83
C 9.90 -33.59 9.52
Br 11.06 -34.51 8.14
H 8.62 -32.74 7.92
H 8.29 -31.95 9.33
H 9.28 -34.39 9.93
H 10.41 -33.17 10.39
Br 1.79 -31.93 17.62
C 2.94 -31.02 16.27
C 2.47 -29.62 16.12
Br 3.43 -28.64 14.73
H 2.97 -31.56 15.33
H 3.93 -31.07 16.72
H 2.52 -28.96 16.99
H 1.46 -29.62 15.72
Br 9.19 -36.45 16.54
C 7.33 -35.65 16.48
C 7.71 -34.16 16.63
Br 6.27 -32.86 15.96
H 6.74 -36.00 17.33
H 6.85 -36.05 15.58
H 8.46 -33.99 15.85
H 7.98 -33.84 17.63
```

frontier orbital gap = 9.20 eV
spin multiplicity = 1
SMILES = CN(C)C=O.CN(C)C=O.CN(C)C=O.BrCCBr.BrCCBr.BrCCBr.BrCCBr.BrCCBr.BrCCBr.CCCC#N
HOMO energy = -9.343 eV

=====

No. 5
Below is a cluster of 6 separate species, C25H52F3IO13PS5 in total, with properties calculated with ωB97M-V/def2-TZVPD.

```
100
C25H52F3IO13PS5, DFT ωB97M-V/def2-TZVPD
C -2.50 3.74 0.93
C -3.67 4.46 1.60
O -3.57 4.25 2.97
P -4.52 5.28 3.99
O -5.95 4.87 3.11
I -6.06 6.63 5.61
C -2.98 5.68 5.06
C -2.26 7.01 4.85
O -2.99 8.14 5.24
C -1.69 7.23 3.44
F -1.32 6.13 2.85
F -0.56 7.98 3.55
F -2.46 7.92 2.66
H -2.45 3.96 -0.13
H -2.70 2.69 1.02
H -1.56 3.91 1.45
H -3.60 5.52 1.32
H -4.56 4.01 1.18
H -4.33 6.43 3.17
H -4.77 4.16 4.84
H -6.59 5.59 3.13
H -3.30 5.68 6.09
H -2.25 4.88 5.00
H -1.39 7.00 5.48
H -3.75 8.28 4.66
C 1.95 0.28 0.12
C 2.34 1.63 0.74
C 1.06 2.25 1.34
S 0.00 0.86 1.78
O -1.17 0.90 0.95
O -0.08 0.76 3.21
C 1.09 -0.42 1.17
H 2.83 -0.31 -0.13
H 1.38 0.44 -0.79
H 3.07 1.47 1.53
H 2.79 2.30 0.01
H 1.27 2.83 2.23
H 0.53 2.86 0.61
H 0.49 -1.23 0.76
H 1.68 -0.78 2.01
C -1.64 -6.09 0.93
C -0.28 -6.79 1.10
C 0.78 -5.90 0.44
S 0.16 -4.22 0.54
O -0.10 -3.73 -0.79
O 0.97 -3.47 1.47
C -1.40 -4.63 1.31
H -2.41 -6.54 1.55
H -1.96 -6.15 -0.11
H -0.06 -6.90 2.16
H -0.29 -7.78 0.66
H 1.74 -5.96 0.95
H 0.90 -6.14 -0.62
H -2.17 -3.95 0.96
H -1.27 -4.52 2.39
C 1.51 -2.54 -5.80
C 0.45 -2.21 -4.74
C 1.17 -2.14 -3.38
S 2.85 -1.63 -3.74
O 3.74 -2.72 -3.38
O 3.08 -0.30 -3.25
C 2.68 -1.60 -5.52
H 1.12 -2.40 -6.81
H 1.84 -3.58 -5.70
H -0.01 -1.26 -4.96
H -0.34 -2.96 -4.72
H 0.71 -1.41 -2.72
H 1.21 -3.11 -2.90
H 3.61 -1.91 -5.98
H 2.45 -0.57 -5.80
C -3.57 2.07 -3.35
C -2.70 1.95 -2.10
C -1.85 0.68 -2.25
S -1.64 0.44 -4.01
O -2.31 -0.78 -4.40
O -0.27 0.70 -4.37
C -2.64 1.82 -4.53
H -4.05 3.05 -3.42
H -4.36 1.32 -3.33
H -2.04 2.83 -2.03
H -3.29 1.92 -1.19
H -0.87 0.79 -1.79
H -2.35 -0.19 -1.85
H -3.16 1.57 -5.45
H -1.97 2.67 -4.70
C 6.41 -3.51 0.81
C 5.03 -2.94 0.46
C 4.31 -3.99 -0.40
S 4.98 -5.58 0.08
O 5.69 -6.15 -1.03
O 3.97 -6.33 0.79
C 6.17 -4.95 1.26
H 6.90 -2.93 1.59
H 7.05 -3.50 -0.07
H 4.46 -2.77 1.38
H 5.10 -1.99 -0.07
H 3.24 -3.98 -0.23
H 4.52 -3.84 -1.46
H 7.06 -5.57 1.25
H 5.71 -4.98 2.25
```

charge = -1
frontier orbital gap = 6.50 eV
spin multiplicity = 1
HOMO energy = -4.898 eV

=====

Taking the records one at a time from the top gives DFT total energy values of -81469.961; -103063.840; -61169.079; -879380.134; -133105.230 eV.